Entry 1:
22
Properties=species:S:1:pos:R:3:forces:R:3:mulliken_charge:R:1 method="wB97M-V/def2-TZVPD" e_homo_ev=-3.49 smiles="O=C(CS)C1=C([O-])CCCC1" charge=-1 homo_lumo_gap_ev=6.981
O 2.4918 1.4799 -0.4452 1.53 0.94 -0.26 -0.68
C 1.8298 0.5212 -0.1920 -1.12 -3.87 0.94 0.54
C 2.6233 -1.0882 0.2477 0.31 3.77 -0.44 -0.78
S 4.3434 -0.8035 0.0519 1.57 0.43 -0.57 -0.34
C 0.4545 0.3690 -0.0365 -2.43 1.80 -0.71 0.30
C -0.3579 1.5967 0.0603 1.20 -3.08 1.71 0.36
O 0.0452 2.7198 0.1554 0.63 2.72 -0.42 -0.69
C -1.7908 1.2908 0.3319 -2.87 0.34 2.49 -0.66
C -2.2807 0.3287 -0.7391 -2.55 -0.24 0.81 -0.57
C -1.8835 -1.0291 -0.1606 1.16 0.31 -2.75 -0.94
C -0.3632 -0.9181 0.1304 2.00 -1.45 0.43 -0.63
H 2.5330 -1.1157 1.3155 -1.11 -0.83 0.31 0.37
H 2.3253 -1.8602 -0.4118 -0.71 -0.85 -0.02 0.35
H 4.2592 0.5222 -0.3148 -0.17 -0.44 0.11 0.13
H -2.0480 0.7171 1.3802 1.23 1.39 -2.12 0.22
H -2.3683 2.2582 0.5036 0.68 -1.03 -0.84 0.29
H -3.4333 0.3632 -0.8062 1.64 0.15 -0.41 0.27
H -1.7692 0.5703 -1.6697 -0.35 -0.22 -0.24 0.44
H -2.0944 -1.8953 -0.8499 0.15 0.78 0.57 0.31
H -2.4318 -1.1631 0.7409 -0.42 -0.27 0.71 0.43
H 0.2348 -1.6460 -0.4761 -0.92 0.02 0.69 0.17
H -0.3191 -1.2178 1.1842 0.55 -0.36 0.03 0.13

=====

Entry 2:
40
Properties=species:S:1:pos:R:3:forces:R:3:mulliken_charge:R:1 method="wB97M-V/def2-TZVPD" e_homo_ev=-9.45 smiles="C=C/C(=C/C)CC.O.O.O.O.O.O.O" homo_lumo_gap_ev=9.727
C 1.6736 -2.7290 1.2011 0.03 -0.46 0.52 -0.80
C 1.9816 -2.1782 0.0381 -0.32 0.19 -0.04 -0.88
C 1.5955 -0.7780 -0.3313 0.52 -0.17 0.03 0.53
C 2.5653 0.1348 -0.4334 -0.24 0.32 -0.16 -0.17
C 2.3880 1.5980 -0.7308 0.20 0.08 0.10 -1.25
C 0.1310 -0.5186 -0.5332 -0.28 0.12 -0.08 2.44
C -0.4916 -1.4012 -1.6207 -0.23 0.17 -0.09 -1.72
H 1.9595 -3.7409 1.4670 0.11 -0.03 -0.29 0.28
H 1.1313 -2.2446 2.0068 -0.05 0.37 -0.26 0.23
H 2.5141 -2.7600 -0.7079 0.08 0.01 0.04 0.33
H 3.5958 -0.1529 -0.2517 -0.05 -0.21 0.06 0.45
H 3.2107 1.9651 -1.3487 -0.01 -0.01 0.00 0.34
H 2.4231 2.1761 0.1973 -0.01 0.09 -0.06 0.35
H 1.4561 1.8434 -1.2328 -0.10 0.05 0.13 0.30
H -0.3806 -0.6877 0.4177 0.04 -0.16 -0.01 -0.90
H -0.0631 0.5308 -0.7661 0.04 -0.05 0.03 -0.49
H -0.3345 -0.9800 -2.6163 0.20 -0.09 0.00 0.33
H -1.5744 -1.4668 -1.5032 0.03 -0.03 0.11 0.40
H -0.0908 -2.4136 -1.6022 0.00 -0.05 -0.01 0.42
O -3.1766 0.6221 1.4222 -0.06 0.05 0.09 -0.77
H -2.6916 1.4366 1.1428 -0.01 -0.10 -0.26 0.47
H -3.5280 0.2119 0.6250 0.06 0.10 0.04 0.30
O -1.3329 -0.7792 2.6978 -0.07 0.24 0.09 -0.73
H -1.5782 -0.7775 3.6305 0.03 -0.09 -0.06 0.26
H -2.0508 -0.2604 2.2392 -0.06 -0.18 0.05 0.44
O 0.4693 1.3200 2.1396 -0.14 0.08 0.10 -0.79
H -0.1180 0.5798 2.4029 0.29 0.06 -0.06 0.41
H 1.2003 0.9192 1.6576 0.00 -0.15 0.01 0.32
O -1.2071 2.5581 -2.3061 -0.10 -0.08 -0.15 -0.64
H -2.0138 2.6336 -2.8255 -0.04 0.07 0.14 0.29
H -0.5874 2.0774 -2.8867 0.08 0.09 0.15 0.38
O 0.8540 1.2860 -3.6397 0.00 -0.14 -0.07 -0.73
H 1.5194 1.9134 -3.9403 0.03 -0.01 0.02 0.31
H 1.2756 0.7740 -2.9374 0.06 -0.04 -0.10 0.31
O -1.5229 2.6086 0.6175 0.15 0.05 0.31 -0.74
H -0.7043 2.3415 1.0851 -0.17 0.00 -0.10 0.44
H -1.3058 2.6612 -0.3225 -0.02 -0.03 -0.22 0.30
O -1.5486 -3.3318 1.3391 -0.08 -0.14 -0.19 -0.68
H -1.5032 -2.4734 1.7815 0.08 0.09 0.14 0.39
H -0.8736 -3.2937 0.6532 0.00 0.00 0.07 0.27

=====

Entry 3:
48
Properties=species:S:1:pos:R:3:forces:R:3:mulliken_charge:R:1 method="wB97M-V/def2-TZVPD" e_homo_ev=-9.79 smiles=CO.CO.CO.CO.CO.O.O.O.O.O.O homo_lumo_gap_ev=9.877
C 0.4372 2.1013 3.9723 -0.36 -0.09 0.15 -0.64
O 0.1112 2.2283 2.5706 -0.48 0.24 1.43 -0.31
H -0.5020 1.7789 4.5044 1.23 -0.25 -0.27 0.26
H 1.3084 1.4174 4.0387 -0.73 0.11 0.33 0.19
H 0.7175 3.0444 4.4762 -0.01 -0.10 -0.63 0.24
H -0.8414 2.0277 2.5807 0.22 -0.09 -0.84 0.21
C -2.8642 0.8747 -2.4308 -0.80 -1.86 -0.37 -0.63
O -1.7856 -0.0860 -2.5637 -0.18 1.12 0.27 -0.37
H -2.4851 1.8635 -2.6560 0.12 0.07 -0.14 0.24
H -3.6342 0.5474 -3.1886 0.47 0.81 0.74 0.27
H -3.3791 0.9065 -1.4306 0.74 -0.22 -0.70 0.22
H -1.9368 -0.8916 -2.0477 -0.44 -0.12 0.11 0.33
C -0.4036 -0.2696 0.2194 -0.92 -1.38 -1.03 -0.87
O -1.1513 -1.3242 0.8905 1.63 -0.07 1.91 -0.74
H -1.1329 0.4713 -0.0281 -0.22 0.65 0.00 0.43
H 0.4092 0.1295 0.7680 0.57 0.35 0.92 0.62
H -0.0463 -0.6725 -0.7265 0.19 -0.03 -0.02 0.34
H -0.5537 -1.7497 1.5882 -0.75 0.60 -1.12 0.30
C 0.6076 2.9779 -0.4754 0.64 -1.09 0.12 -0.48
O 1.7159 2.9724 0.5212 -1.18 0.55 -1.32 -0.61
H -0.3886 3.1594 -0.0531 0.45 0.24 0.35 0.22
H 0.7624 3.6829 -1.3197 0.34 -0.23 0.85 0.36
H 0.5300 1.9563 -0.9174 0.25 0.68 0.21 0.08
H 1.3176 2.9934 1.4116 -0.25 -0.21 -0.54 0.45
C 1.2359 -0.5853 -4.6921 0.05 0.36 1.26 -0.28
O 1.6910 -1.8811 -4.4648 1.17 -1.38 -0.02 -0.56
H 0.2918 -0.4542 -4.2179 -0.90 0.45 0.43 0.00
H 1.9610 0.0719 -4.2033 -0.12 0.13 -0.17 0.20
H 1.1373 -0.2972 -5.7113 0.10 -0.07 -1.13 0.31
H 1.0275 -2.5614 -4.3182 -0.36 0.51 -0.23 0.32
O -2.0785 -2.6910 -1.0869 -0.63 -0.84 -2.30 -0.77
H -1.7043 -2.4054 -0.2603 0.83 0.15 0.67 0.46
H -1.4298 -3.1836 -1.6409 -0.35 0.66 1.10 0.30
O -2.2963 0.6666 2.2641 -0.70 -0.64 0.27 -0.63
H -2.0515 -0.2771 1.9931 -0.51 1.35 -0.08 0.35
H -3.2739 0.7560 2.3090 1.10 -0.36 -0.11 0.25
O 1.8093 -2.0430 1.2533 -0.98 -0.44 -0.45 -0.58
H 2.1798 -1.2413 0.8930 0.48 0.79 -0.08 0.33
H 2.4847 -2.4242 1.7960 0.56 -0.32 0.44 0.24
O 0.8940 -3.1746 -1.6565 0.35 0.31 -0.07 -0.60
H 1.1995 -3.1081 -0.7486 -0.22 -0.27 0.69 0.28
H 1.4921 -2.5302 -2.0538 -0.10 0.01 -0.63 0.32
O 3.1903 0.5778 1.0957 -0.49 0.69 -0.88 -0.63
H 3.7896 0.6267 1.8364 0.23 0.33 0.15 0.26
H 3.0093 1.4993 0.7466 0.03 -1.09 0.68 0.34
O -0.2744 -2.1171 3.4855 -0.81 0.85 0.76 -0.67
H 0.1029 -1.2965 3.8628 0.00 -0.57 -0.40 0.33
H -1.1994 -2.0668 3.8151 0.75 -0.28 -0.31 0.30

=====

Entry 4:
14
Properties=species:S:1:pos:R:3:forces:R:3:mulliken_charge:R:1 method="wB97M-V/def2-TZVPD" e_homo_ev=-10.48 smiles="[H]/N=C(/C)C#N.CCl" homo_lumo_gap_ev=10.202
H 1.1722 1.6113 -0.6502 0.01 -0.32 -0.51 0.28
N 1.4332 1.2983 0.2730 -0.53 -1.16 1.10 -0.59
C 1.1621 0.0715 0.5510 1.41 1.46 -0.24 0.65
C 1.4474 -0.5152 1.8981 -1.44 0.08 -1.39 -1.33
C 0.6699 -0.8733 -0.4215 -0.07 0.62 0.41 0.36
N 0.1302 -1.5682 -1.1455 0.07 -1.07 -0.71 -0.46
H 0.8119 -1.3509 2.0810 -0.08 -0.80 0.24 0.34
H 1.3070 0.1956 2.6238 -1.27 2.06 1.69 0.41
H 2.4451 -0.6517 2.1147 2.51 -1.26 -0.41 0.35
C -1.9942 0.4028 -1.4476 0.68 1.62 -1.85 -0.38
Cl -3.6740 -0.1054 -1.1024 0.32 0.40 0.27 -0.21
H -2.0032 1.1426 -2.3928 -0.09 -1.33 2.47 0.28
H -1.4042 0.8338 -0.5561 -1.41 -0.60 -1.36 0.10
H -1.5034 -0.4911 -1.8256 -0.11 0.29 0.28 0.20

=====

Entry 5:
44
Properties=species:S:1:pos:R:3:forces:R:3:mulliken_charge:R:1 method="wB97M-V/def2-TZVPD" e_homo_ev=-7.74 smiles="CCCCCOc1ccc(NC(=O)CCCC(=O)O)cc1" homo_lumo_gap_ev=8.233
C -2.2227 -5.8630 3.3072 0.09 0.22 0.04 -1.40
C -2.2718 -4.3440 3.4171 -0.23 -0.26 -0.09 0.05
C -3.7080 -3.8354 3.5132 0.28 0.24 0.13 -0.69
C -3.8065 -2.3177 3.6684 0.07 -0.09 -0.41 -0.90
C -3.3675 -1.5411 2.4284 -0.40 0.12 0.21 -0.69
O -1.9565 -1.4967 2.3931 0.23 -0.01 0.06 -0.30
C -1.3438 -0.8832 1.3432 0.14 0.08 -0.15 0.47
C 0.0526 -0.9126 1.3545 -0.22 -0.03 0.06 -0.74
C 0.7731 -0.3229 0.3414 -0.12 0.04 -0.06 -0.49
C 0.1206 0.3137 -0.7153 -0.43 -0.05 0.18 0.44
N 0.9144 0.8904 -1.7133 0.38 -0.21 0.11 0.01
C 0.5321 1.6275 -2.7853 0.55 -0.05 -0.30 0.56
O -0.6125 1.9113 -3.0713 -0.32 0.13 -0.03 -0.67
C 1.7156 2.1116 -3.6193 -0.17 0.13 -0.04 -0.80
C 2.1771 3.4997 -3.1628 0.04 -0.12 0.06 -0.68
C 2.6801 3.5422 -1.7090 0.07 0.17 -0.12 -0.58
C 3.8614 2.6300 -1.5218 -0.27 -0.08 0.15 0.56
O 3.8023 1.4323 -1.3800 0.04 -0.27 0.04 -0.62
O 5.0199 3.2844 -1.5525 0.52 0.48 -0.06 -0.47
C -1.2675 0.3446 -0.7283 0.14 0.11 -0.19 -0.68
C -1.9932 -0.2482 0.2912 -0.10 -0.23 0.38 -0.36
H -2.7526 -6.1995 2.4183 -0.05 -0.09 -0.09 0.33
H -1.1937 -6.2087 3.2431 0.07 -0.13 -0.01 0.38
H -2.6868 -6.3259 4.1760 -0.05 -0.11 0.07 0.34
H -1.7837 -3.9003 2.5497 0.07 0.04 0.05 0.11
H -1.7203 -4.0243 4.3036 0.07 0.09 -0.01 0.27
H -4.1908 -4.3021 4.3758 -0.06 -0.08 -0.03 0.36
H -4.2617 -4.1418 2.6219 -0.08 -0.06 -0.01 0.30
H -3.1899 -1.9934 4.5082 -0.05 0.09 0.09 0.26
H -4.8433 -2.0500 3.8818 0.01 0.08 0.03 0.41
H -3.7567 -2.0263 1.5223 0.03 0.07 0.02 0.44
H -3.7667 -0.5173 2.4743 0.06 -0.10 -0.09 0.52
H 0.5489 -1.4074 2.1744 0.07 -0.06 0.09 0.41
H 1.8533 -0.3508 0.3595 0.13 -0.01 0.02 0.38
H 1.9134 0.7731 -1.5680 -0.12 0.13 -0.17 0.04
H 2.5370 1.3968 -3.5666 0.00 0.00 -0.05 0.36
H 1.3800 2.1858 -4.6546 -0.02 -0.09 0.08 0.37
H 2.9728 3.8479 -3.8253 -0.06 0.05 -0.02 0.37
H 1.3379 4.1919 -3.2477 0.06 0.03 -0.03 0.38
H 1.8799 3.2295 -1.0370 0.11 0.00 0.05 0.35
H 2.9855 4.5597 -1.4660 -0.08 -0.04 0.06 0.34
H 5.7697 2.6754 -1.4530 -0.30 -0.14 -0.01 0.36
H -1.7811 0.8352 -1.5379 0.00 0.01 -0.02 0.51
H -3.0699 -0.2035 0.2488 -0.09 -0.02 0.02 0.39

=====

Entry 6:
80
Properties=species:S:1:pos:R:3:forces:R:3:lowdin_spin:R:1 method="wB97M-V/def2-TZVPD" multiplicity=4 e_homo_ev="-10.42 / -10.42" charge=+1 homo_lumo_gap_ev="7.134 / 7.085"
Cr -0.1372 0.7731 1.1366 0.04 0.10 -1.03 2.98
Cl 4.4568 0.7729 6.5069 0.14 0.01 0.29 0.00
C 3.6627 0.7635 4.9844 -0.43 -0.01 -0.32 0.01
C 2.2714 0.7317 4.9422 0.20 0.03 0.15 0.00
C 1.6563 0.7190 3.7098 1.37 0.06 -0.53 0.01
Cl -0.0640 0.7706 3.4961 -0.69 0.07 1.02 0.02
C 2.3776 0.7184 2.5054 0.53 0.10 1.29 0.00
O 1.7780 0.7114 1.3648 -1.10 -0.35 -1.35 0.02
C 3.7883 0.7770 2.5931 -0.78 0.01 0.17 0.00
Cl 4.6539 0.8657 1.1178 0.27 -0.04 -0.15 0.00
C 4.4193 0.8024 3.8167 -0.15 -0.02 0.10 0.00
H 1.6952 0.7304 5.8500 -0.07 -0.01 0.21 0.00
H 5.4937 0.8667 3.8609 0.13 -0.03 0.06 0.00
O -1.6928 1.5004 -0.8455 0.17 -0.14 -0.60 0.03
C -0.6896 1.0563 -1.4374 -1.57 0.60 -0.32 0.01
O 0.2928 0.6451 -0.7441 1.23 -0.49 0.81 -0.01
C -0.5450 0.9983 -2.9006 -0.03 -0.01 -0.17 0.00
C -1.6213 1.2745 -3.7383 0.18 -0.02 0.40 0.00
C -1.4941 1.2009 -5.1195 0.22 -0.08 -0.34 0.00
C -0.2596 0.8498 -5.6174 0.36 -0.10 0.59 0.00
O 0.1280 0.7034 -6.9056 -0.48 0.16 0.08 0.00
C 1.4899 0.3221 -6.8729 0.78 -0.29 -1.07 0.00
O 1.9161 0.2581 -5.5279 0.03 0.02 0.42 0.00
C 0.8287 0.5760 -4.7740 -0.61 0.18 -0.18 0.00
C 0.7148 0.6424 -3.4142 0.05 -0.04 -0.30 0.00
H -2.5702 1.5434 -3.2988 -0.04 0.01 0.06 0.00
H -2.3219 1.3989 -5.7778 -0.13 0.05 -0.10 0.00
H 2.0931 1.0623 -7.4193 -0.18 -0.11 0.18 0.00
H 1.6039 -0.6652 -7.3456 -0.08 0.21 0.17 0.00
H 1.5458 0.4340 -2.7610 0.07 -0.03 0.06 0.00
C 0.0679 4.1424 -1.1971 -0.09 -0.27 -0.15 0.00
Te 0.7373 3.3045 0.6912 -0.12 1.56 -0.22 -0.06
C -0.1891 5.1247 1.4509 -0.13 -0.32 0.23 -0.01
C -0.0930 6.1087 0.3250 0.10 -0.17 -0.23 0.00
C -0.1460 7.4722 0.5599 0.02 0.02 -0.02 0.00
C -0.0185 8.3588 -0.4951 -0.03 0.02 0.06 0.00
C 0.1309 7.8822 -1.7871 -0.03 -0.01 -0.05 0.00
C 0.1419 6.5186 -2.0303 0.01 0.05 -0.03 0.00
C 0.0413 5.6267 -0.9743 0.12 0.02 0.26 0.00
H -0.9239 3.7647 -1.4554 0.12 -0.14 0.17 0.00
H 0.7600 3.8668 -1.9952 0.00 -0.09 0.19 0.00
H 0.3513 5.4718 2.3300 0.01 -0.14 0.00 0.00
H -1.2347 4.9638 1.7194 0.10 -0.19 0.06 0.00
H -0.2807 7.8301 1.5705 0.06 0.10 0.08 0.00
H -0.0270 9.4196 -0.3037 -0.01 0.14 -0.01 0.00
H 0.2479 8.5738 -2.6064 -0.02 0.07 -0.10 0.00
H 0.2343 6.1453 -3.0405 0.07 -0.01 -0.08 0.00
N 0.9702 -6.3258 0.8402 0.06 0.38 -0.03 0.00
C 0.5434 -7.6206 0.9517 -0.85 -0.29 0.18 0.00
C 1.1845 -8.8475 0.8418 0.15 -0.14 -0.04 0.00
C 0.4073 -9.9737 1.0101 0.15 0.13 -0.04 0.00
C -0.9646 -9.8937 1.2842 -0.18 -0.03 0.03 0.00
C -1.6085 -8.6869 1.4088 0.10 0.07 -0.01 0.00
C -0.8446 -7.5294 1.2458 0.95 -0.40 -0.18 0.00
N -1.2054 -6.2231 1.3248 -0.09 0.90 0.00 0.00
C -0.1215 -5.5214 1.0787 -0.24 -1.06 0.05 0.00
C -0.1251 -4.0813 1.0705 -0.01 1.12 -0.03 0.01
C 0.9060 -3.2804 0.5673 -0.36 -0.34 0.22 0.00
C 0.7887 -1.9087 0.6138 0.41 -0.02 -0.19 0.01
N -0.2587 -1.2747 1.1530 0.07 -0.45 -0.13 -0.01
C -1.2544 -2.0349 1.6276 -0.28 0.01 0.15 0.01
C -1.2404 -3.4072 1.5889 0.24 -0.15 -0.06 0.00
H 1.9181 -6.0385 0.6633 -0.08 0.05 0.03 0.00
H 2.2404 -8.9276 0.6347 0.11 0.00 -0.04 0.00
H 0.8618 -10.9483 0.9256 0.08 -0.08 -0.01 0.00
H -1.5223 -10.8096 1.3990 -0.07 -0.09 0.02 0.00
H -2.6618 -8.6189 1.6243 -0.14 0.00 0.03 0.00
H 1.7892 -3.7155 0.1320 0.16 0.00 -0.11 0.00
H 1.5684 -1.2809 0.2069 0.00 0.02 0.03 0.00
H -2.0904 -1.5073 2.0676 -0.01 -0.06 0.03 0.00
H -2.0654 -3.9852 1.9661 -0.15 -0.03 0.10 0.00
C -3.1660 2.7497 1.5834 0.18 -0.33 0.00 0.00
S -2.8607 0.9773 1.8058 -0.01 0.24 0.10 0.00
C -4.0359 0.3627 0.5691 0.36 0.10 0.11 0.00
H -4.2196 2.9473 1.7631 -0.01 0.03 0.03 0.00
H -2.8794 3.0202 0.5680 -0.01 0.06 0.06 0.00
H -2.5599 3.2764 2.3170 -0.04 0.05 -0.01 0.00
H -3.8066 0.8265 -0.3838 0.03 -0.06 -0.07 0.00
H -5.0405 0.6176 0.8959 -0.02 -0.06 0.08 0.00
H -3.9193 -0.7146 0.5055 -0.07 -0.08 -0.05 0.00

=====

Energy for the records above, in order: -860.07798, -808.98801, -1037.24777, -726.25058, -979.24674, -5021.45901 Eh
ΔE to the lowest compared entry with this formula, charge and spin for the records above, in order: 1.274, 0.000, 3.154, 2.448, 0.139, 0.712 eV
M for the records above, in order: 171.24, 222.28, 268.30, 118.57, 293.36, 902.67 g/mol